DFT (ωB97M-V/def2-TZVPD) results for 9 unconnected molecules or ions with the total composition C41H108N8O12 at a distorted geometry.

```
169
Properties=species:S:1:pos:R:3:forces:R:3
C 2.147045 -6.320581 -4.313111 -0.89 -0.17 0.87
O 2.025939 -4.919703 -4.384468 -0.24 -0.09 -0.49
C 3.193520 -4.291062 -3.973653 0.82 0.68 -0.15
C 3.142903 -2.793546 -4.280237 -0.38 0.92 -0.42
C 2.478678 -2.028162 -3.170822 0.57 0.61 1.09
N 2.493122 -2.412488 -5.549715 0.07 -1.12 -0.33
H 1.471484 -6.795186 -5.022629 0.25 0.16 -0.41
H 1.760535 -6.645928 -3.336729 0.44 -0.12 0.10
H 3.186487 -6.618936 -4.432645 -0.01 -0.28 -0.18
H 3.397581 -4.446582 -2.905000 -0.09 -0.03 0.04
H 4.078541 -4.657237 -4.518449 -0.22 -0.44 -0.06
H 4.178076 -2.479389 -4.432534 0.08 0.11 0.45
H 3.060685 -2.071196 -2.236458 -0.01 -0.36 -0.25
H 1.509400 -2.456791 -2.898762 0.26 0.51 -1.23
H 2.388004 -0.945989 -3.284444 -0.17 -0.07 -0.73
H 1.487203 -2.564426 -5.485122 0.09 0.06 0.24
H 2.771682 -3.136174 -6.220187 -0.04 0.44 -0.13
C 0.098257 1.725651 6.407216 -0.30 -0.29 0.76
O 0.441856 0.621558 5.583010 0.33 0.95 -0.04
C 1.804143 0.557108 5.165066 -0.15 -2.00 -0.03
C 2.153042 1.426379 3.982753 1.41 1.24 -0.48
C 1.457247 1.019705 2.692234 0.05 -0.58 0.36
N 3.629822 1.509302 3.838816 0.18 -0.28 -0.17
H -0.902363 1.494605 6.780708 -0.01 0.21 -0.15
H 0.082424 2.716241 5.941714 0.09 -0.26 -0.40
H 0.734471 1.785752 7.301764 0.17 -0.11 -0.25
H 2.513104 0.556250 6.001042 -0.17 1.02 0.06
H 1.911796 -0.498844 4.861471 -0.13 0.18 -0.30
H 1.924731 2.479166 4.189100 -0.69 -0.19 0.23
H 1.829025 0.081716 2.257417 -0.01 -0.04 0.57
H 1.653361 1.727087 1.888813 -0.55 0.34 0.20
H 0.406917 0.870168 2.950518 -0.16 0.27 -0.57
H 3.906577 2.459004 3.621689 -0.04 -0.02 0.15
H 3.978459 0.978710 3.045338 -0.21 -0.20 0.14
C -3.946875 -3.670199 0.084383 -0.20 -1.23 0.32
O -3.767757 -3.133443 -1.208451 0.04 0.47 0.34
C -3.972069 -4.032537 -2.263755 0.19 -0.63 -0.31
C -2.875163 -5.098635 -2.471106 -1.69 0.35 -1.17
C -1.504752 -4.499501 -2.549624 -0.19 -0.78 0.83
N -3.248571 -5.924145 -3.620231 0.29 0.16 -0.38
H -3.784204 -2.888916 0.819091 0.00 0.20 0.00
H -3.286089 -4.534827 0.268162 -0.21 1.01 0.04
H -4.942092 -4.123111 0.246991 -0.17 0.56 -0.30
H -4.909413 -4.596886 -2.135465 -0.13 0.26 0.07
H -4.052482 -3.438016 -3.177215 -0.08 0.16 0.02
H -2.876806 -5.742476 -1.588112 -0.39 1.12 -2.43
H -1.244786 -4.241696 -1.509961 -3.02 0.80 -1.18
H -1.271653 -3.632873 -3.161469 -0.35 -0.04 -0.50
H -0.743678 -5.282060 -2.645387 -0.32 -0.15 -1.08
H -4.113361 -6.417331 -3.430691 0.00 0.01 -0.03
H -3.418401 -5.333474 -4.429903 -0.01 -0.14 -0.11
C -2.154830 3.972416 -3.098651 0.28 -0.65 -0.14
O -3.358580 3.783559 -2.417709 -0.92 -0.22 0.21
C -4.522071 4.181463 -3.129720 0.52 1.74 -0.60
C -5.738891 3.644353 -2.434324 -0.23 -0.57 0.25
C -5.824620 2.127578 -2.640513 -0.30 -0.23 1.30
N -6.996037 4.238457 -2.916435 0.36 0.61 -0.23
H -2.212339 4.764677 -3.847723 0.08 0.08 0.04
H -1.875045 3.022136 -3.570753 0.07 0.17 -0.34
H -1.377656 4.177386 -2.364212 -0.01 0.30 0.01
H -4.506845 5.296566 -3.131428 -0.33 -0.28 0.14
H -4.505694 3.950289 -4.209226 0.14 -0.59 0.29
H -5.595463 3.885364 -1.372556 0.13 -0.23 -0.01
H -6.510647 1.894091 -3.449183 0.28 0.01 -0.33
H -6.258177 1.674825 -1.738448 -0.10 0.02 -0.14
H -4.851388 1.643482 -2.720513 0.02 0.16 -0.35
H -7.708962 4.152244 -2.201135 0.01 -0.17 -0.05
H -6.875959 5.241850 -3.046500 -0.01 -0.13 0.02
C 0.037492 2.355810 -0.408740 0.30 -0.03 -2.45
O -0.863249 1.818165 0.492093 -0.39 0.87 0.75
C -0.892930 0.426514 0.452519 0.65 -1.45 0.65
C -1.276046 -0.219630 -0.868392 0.60 0.49 -1.50
C -2.624656 0.103462 -1.480822 -0.45 0.61 0.81
N -0.890773 -1.627392 -0.839171 -3.79 0.83 -1.00
H 0.991868 1.816137 -0.451865 0.03 -0.02 0.32
H 0.243956 3.428803 -0.400529 -0.30 0.03 1.28
H -0.385852 2.280153 -1.425461 0.17 -0.25 -0.01
H 0.096987 -0.011905 0.660115 0.20 0.39 -0.17
H -1.438664 0.071402 1.320939 -0.81 0.14 0.02
H -0.530531 0.209563 -1.552171 -0.10 0.03 -0.05
H -2.840589 1.163819 -1.294085 -0.04 -0.05 -0.14
H -3.429214 -0.466778 -1.009993 0.02 -0.09 -0.07
H -2.662419 -0.053675 -2.558372 0.13 -0.19 0.00
H -0.727509 -1.974422 -1.785882 0.39 0.71 -0.07
H -1.707332 -2.229048 -0.674925 -0.22 0.58 0.55
C 10.506332 4.164299 -3.124542 -0.30 0.38 -0.16
O 9.889949 2.926945 -2.894430 -0.36 0.04 -0.08
C 9.705243 2.665871 -1.508781 0.76 -0.36 -0.29
C 8.778351 1.462726 -1.431296 0.17 0.70 -0.67
N 7.373041 1.836905 -1.532812 -0.07 -0.82 0.41
C 6.747948 2.245160 -0.281786 0.44 0.77 -0.27
C 5.256814 2.445136 -0.482484 1.03 0.05 -0.34
O 4.734084 2.867166 0.763525 -0.36 -0.37 -0.48
C 3.522550 3.571747 0.666319 -0.90 0.15 0.51
H 9.743991 4.950691 -3.198887 0.10 0.09 0.11
H 11.026181 4.120935 -4.078694 0.13 -0.04 0.02
H 11.197104 4.426043 -2.317976 0.15 -0.01 -0.11
H 9.315332 3.550783 -0.994527 -0.05 -0.04 0.09
H 10.714658 2.426849 -1.145700 -0.19 0.06 0.52
H 9.012136 0.856804 -0.560235 -0.36 -0.09 0.12
H 9.040673 0.919253 -2.343483 -0.05 -0.41 0.26
H 7.299080 2.544779 -2.253573 -0.18 0.05 0.08
H 7.179933 3.191342 0.089738 -0.15 -0.09 0.16
H 6.916074 1.505415 0.501998 0.04 -0.20 -0.16
H 4.876496 1.503676 -0.901918 -0.54 0.03 0.50
H 5.132231 3.191316 -1.281311 -0.23 0.18 0.27
H 2.923442 3.325980 -0.215122 0.38 0.08 -0.26
H 3.668297 4.653156 0.753898 0.17 0.00 -0.35
H 2.851847 3.309291 1.493152 0.38 -0.10 0.14
C -2.954781 7.062130 0.248827 -1.08 -1.16 0.13
O -2.657499 6.492750 1.514089 0.62 0.23 -0.08
C -1.674303 5.482067 1.428985 0.06 -0.12 0.22
C -1.400918 4.900696 2.824113 -0.40 -0.35 -1.19
N -2.598774 4.442485 3.521361 -0.41 0.26 -0.22
C -3.222013 3.295738 2.841287 -0.10 0.42 -0.51
C -4.546507 2.915833 3.470383 0.53 -0.35 0.28
O -5.505336 3.917631 3.215553 0.33 0.37 -0.04
C -6.695365 3.682892 3.905201 -0.62 -0.69 -0.02
H -2.150101 6.964597 -0.482785 0.34 0.48 0.27
H -3.318235 8.067965 0.425904 0.25 0.22 -0.23
H -3.776901 6.465167 -0.181800 0.00 0.26 -0.07
H -0.724266 5.903813 1.064016 -0.11 -0.05 -0.17
H -2.002138 4.685363 0.744594 0.06 0.14 -0.05
H -0.871114 5.671275 3.380847 0.06 -0.26 0.38
H -0.789878 4.019691 2.591852 0.39 0.17 0.53
H -3.267043 5.205662 3.388214 0.02 -0.13 0.46
H -2.543103 2.436676 2.846778 -0.02 0.08 0.12
H -3.417118 3.547408 1.782700 -0.02 -0.32 0.14
H -4.384458 2.777470 4.553336 -0.18 0.15 -0.09
H -4.878743 1.942502 3.072388 -0.05 0.16 -0.06
H -6.548080 3.631236 4.989657 0.07 0.03 0.00
H -7.133965 2.729820 3.566677 0.04 -0.01 0.21
H -7.443973 4.440910 3.684410 0.30 0.30 -0.09
C 3.690656 -1.485620 1.257831 0.07 -1.38 1.12
O 2.645121 -1.731165 0.364348 0.50 0.72 -0.92
C 2.285770 -3.081754 0.235554 -0.19 -0.90 0.98
C 1.052823 -3.120007 -0.629636 1.94 -1.37 0.36
N 0.385641 -4.439560 -0.646767 1.31 0.49 1.01
C -0.536125 -4.536802 0.521322 1.13 -0.26 -1.39
C -1.175958 -5.900802 0.575713 0.61 0.25 0.45
O -2.285120 -5.986329 -0.294921 1.68 -1.67 2.80
C -2.855689 -7.256116 -0.228419 -0.76 -1.32 0.86
H 3.269279 -1.393469 2.271916 0.20 0.49 -0.07
H 4.309902 -0.643598 0.972246 -0.20 0.30 -0.11
H 4.337965 -2.369717 1.378372 0.13 0.17 -0.45
H 2.143403 -3.476114 1.261242 -0.51 -0.02 -0.14
H 3.068200 -3.758595 -0.141462 0.41 0.50 -0.34
H 1.394266 -2.952082 -1.657534 -0.42 -0.46 1.40
H 0.371404 -2.292255 -0.393109 1.47 -1.03 0.70
H -0.176506 -4.360528 -1.491169 2.53 -0.71 1.29
H -1.212611 -3.686013 0.392255 -0.26 -0.34 1.19
H 0.128562 -4.517924 1.384720 -0.36 0.65 0.23
H -1.466398 -6.145510 1.605557 -0.17 -0.02 -0.06
H -0.374898 -6.583395 0.257439 -0.28 -0.21 0.07
H -3.700592 -7.361083 -0.909769 0.20 0.31 -0.32
H -3.293183 -7.452700 0.765050 0.26 0.14 -0.03
H -2.141246 -8.062181 -0.431244 0.07 0.18 -0.11
C -1.652227 -3.406172 3.637590 -0.17 0.67 -0.49
C -1.363443 -1.949947 3.910524 1.04 -0.40 1.44
C -2.612709 -1.141030 4.130676 -0.38 -0.05 -1.39
O -0.613532 -1.855564 5.139809 -0.10 0.18 -0.52
H -0.743296 -4.000827 3.616171 0.04 -0.07 0.26
H -2.062108 -3.403747 2.622555 -0.30 -0.48 0.16
H -2.372025 -3.750905 4.378113 0.02 -0.37 -0.11
H -0.703612 -1.574966 3.114591 -0.39 0.24 -0.18
H -3.303159 -1.361597 3.308272 -0.17 0.29 0.04
H -2.363251 -0.083312 4.095197 -0.19 0.22 0.20
H -3.108959 -1.408791 5.059553 0.17 -0.01 0.14
H -0.536457 -0.891644 5.272569 0.46 -0.39 0.41
```
Forces are in eV/Å.

Computed properties:
HOMO energy	-7.7	eV
LUMO energy	0.55	eV
SMILES	COC[C@H](C)N.COC[C@H](C)N.COC[C@H](C)N.COC[C@H](C)N.COC[C@H](C)N.COCCNCCOC.COCCNCCOC.COCCNCCOC.CC(C)O
ΔE to the lowest compared entry with this formula, charge and spin	167.3	kcal/mol
total charge	0